Density functional theory data (ωB97M-V with the def2-TZVPD basis set) for a cluster of 2 separate species, C9H14 in total in a non-equilibrium geometry.

Last column: Mulliken charge in e.
Cartesian coordinates (Å):
C (2.7518, 2.1599, -2.0327)  -1.36
C (1.9753, 1.0556, -1.3703)  0.84
C (0.6081, 0.9591, -1.5161)  -0.45
C (-0.1103, -0.1013, -0.9690)  -0.24
C (0.5641, -1.1429, -0.3642)  -0.50
C (1.9581, -1.1244, -0.3405)  -0.45
C (2.6567, -0.0139, -0.7609)  -0.50
H (3.7919, 2.2021, -1.7153)  0.36
H (2.3062, 3.1443, -1.8817)  0.34
H (2.7442, 1.9848, -3.1092)  0.29
H (0.1073, 1.7117, -2.1191)  0.34
H (-1.1918, -0.0398, -0.9285)  0.35
H (0.0300, -1.8945, 0.2018)  0.33
H (2.5233, -2.0219, -0.0986)  0.35
H (3.7400, -0.0228, -0.7909)  0.29
C (-2.6930, -0.4037, 1.7322)  -0.48
C (-3.4339, -1.2521, 2.7603)  -0.98
H (-1.9531, -1.0594, 1.2566)  -0.05
H (-3.3553, -0.1291, 0.9048)  0.29
H (-2.1413, 0.4612, 2.0979)  0.34
H (-4.2253, -0.7205, 3.2960)  0.30
H (-2.7490, -1.6622, 3.5027)  0.29
H (-3.9038, -2.0902, 2.2448)  0.28

Cartesian forces (eV/Å) of the 3 atoms listed first:
C -0.15 0.16 -0.17
C 0.73 -0.51 0.03
C -0.30 0.18 -0.25

Summary:
Kohn-Sham gap = 0.3686 Eh
Calculated total energy = -9559.8391 eV
HOMO = -0.330 Ha
SMILES = Cc1ccccc1.CC